This record from OMol25 describes a 2-piece molecular cluster, C14H18N4O8Si overall in a non-equilibrium geometry. The level of theory is the ωB97M-V functional and the def2-TZVPD basis.

**SMILES**: O=[N+]([O-])c1cc([N+](=O)[O-])c2no[n+]([O-])c2c1.CC1=C(O[Si](C)(C)C)OCC1
**Frontier orbital gap**: 5.0 eV
**Energy**: -45018.05305 eV
**Energy relative to the best compared isomer or geometry (same formula, charge and spin)**: 0.025 eV

Geometry as XYZ:
```
45
Properties=species:S:1:pos:R:3:lowdin_charge:R:1
O -2.151 -1.584 -0.107 0.054
N -1.763 -0.392 -0.046 -0.265
O -1.549 0.184 1.050 0.050
C -1.590 0.342 -1.266 -0.093
C -2.122 -0.192 -2.464 0.118
C -1.882 0.437 -3.687 -0.046
N -2.497 -0.107 -4.889 -0.313
O -2.143 0.265 -6.020 0.089
O -3.389 -0.969 -4.709 0.051
C -1.059 1.634 -3.701 -0.135
N -0.637 2.382 -4.755 0.152
O 0.124 3.382 -4.193 0.060
N 0.177 3.265 -2.793 -0.143
O 0.835 4.052 -2.125 0.083
C -0.592 2.133 -2.468 -0.083
C -0.841 1.539 -1.235 0.120
H -2.718 -1.100 -2.414 0.137
H -0.578 2.046 -0.313 0.112
C 2.132 1.252 -0.468 -0.065
C 1.234 1.328 0.679 -0.290
C 0.930 0.154 1.413 -0.454
O 0.981 -1.054 0.962 -0.037
Si 0.597 -2.448 1.956 0.509
C 0.396 -3.678 0.578 -0.150
C 2.057 -2.750 3.062 -0.152
C -0.968 -2.142 2.912 -0.150
O 0.641 0.348 2.689 -0.018
C 0.646 1.822 2.939 -0.058
C 1.093 2.455 1.626 -0.136
H 2.062 2.168 -1.070 0.064
H 3.183 1.110 -0.165 0.094
H 1.837 0.400 -1.095 0.089
H 0.174 -4.673 0.987 0.039
H -0.433 -3.383 -0.083 0.025
H 1.306 -3.754 -0.032 0.041
H 1.861 -3.629 3.692 0.040
H 2.970 -2.942 2.484 0.040
H 2.248 -1.895 3.725 0.038
H -1.443 -3.114 3.108 0.044
H -0.768 -1.671 3.880 0.041
H -1.681 -1.518 2.362 0.014
H -0.378 2.092 3.206 0.127
H 1.336 2.020 3.762 0.125
H 2.030 3.015 1.747 0.124
H 0.332 3.170 1.281 0.111
```